[1]
ORCA calculation (the ωB97M-V functional and the def2-TZVPD basis) on the molecule C4H8N2O at a distorted geometry.

XYZ file:
```
15
Properties=species:S:1:pos:R:3:forces:R:3:mulliken_charge:R:1
O -1.974 -1.069 1.107 0.109 -0.013 0.204 -0.52
N 0.355 0.331 0.712 -0.145 0.175 -0.190 -0.43
N 0.652 0.716 -2.585 -0.628 -0.625 0.815 -0.46
C -1.730 -0.529 -0.164 -0.011 0.074 -0.346 -0.72
C 1.787 0.588 0.553 0.464 -0.207 -0.142 -0.92
C 0.190 0.159 -1.681 0.348 0.495 -0.891 0.25
C -0.218 -0.438 -0.390 0.034 -0.055 0.272 0.32
H 0.195 -1.451 -0.311 -0.022 0.096 -0.238 0.21
H -2.185 0.470 -0.277 0.123 -0.141 0.014 0.32
H 1.984 1.545 0.055 0.021 -0.154 0.087 0.31
H -0.134 1.223 0.743 0.064 -0.068 0.090 0.26
H 2.259 -0.193 -0.071 -0.276 0.262 0.325 0.31
H 2.277 0.567 1.524 0.031 0.120 0.030 0.31
H -1.274 -0.726 1.687 -0.156 -0.061 -0.049 0.41
H -2.185 -1.193 -0.903 0.043 0.101 0.018 0.35
```
Forces are in eV/Å.

## Properties
- LUMO level: 0.83 eV
- Strongest force on any atom: 0.0234 Eh/bohr
- SMILES: CN[C@H](C#N)CO
- ΔE to the lowest compared entry with this formula, charge and spin: 182.5 kJ/mol

[2]
ORCA calculation (the ωB97M-V functional and the def2-TZVPD basis) on the molecule C4H3NO2 at a distorted geometry.

XYZ file:
```
10
Properties=species:S:1:pos:R:3:forces:R:3:mulliken_charge:R:1
O 1.527 -0.060 -0.290 -0.367 0.617 0.584 -0.36
O -2.987 0.232 -0.374 2.788 0.149 0.456 -0.42
N 0.849 -1.364 -0.207 0.949 1.472 0.749 0.09
C -0.326 -1.505 0.262 -0.375 2.374 0.369 -0.21
C 0.597 0.984 0.169 -1.293 -2.280 -0.509 -0.29
C -1.839 0.283 -0.071 -4.701 0.196 -0.764 0.68
C -0.684 0.289 0.496 2.218 -4.004 -0.238 -0.29
H 1.645 -1.999 -0.310 -0.883 -0.215 -0.097 0.25
H 0.354 1.554 -0.669 0.311 1.426 -1.408 0.28
H 0.863 1.586 0.994 1.352 0.264 0.858 0.27
```
Forces are in eV/Å.

## Properties
- LUMO level: 0.21 eV
- Strongest force on any atom: 0.0927 Eh/bohr
- ΔE to the lowest compared entry with this formula, charge and spin: 580.9 kJ/mol

What are the HOMO energy values for these records? In order: -0.3750; -0.3415 Ha.
What are the gap between HOMO and LUMO values for these records? In order: 11.030; 9.501 eV.